Here is a cluster of 9 separate species, C36H99N9O9 in total from the Open Molecules 2025 dataset. Energies are from ωB97M-V/def2-TZVPD.

**HOMO-LUMO gap**: 9.179 eV
**LUMO energy**: 0.3 eV
**2S+1**: 1
**Highest occupied orbital energy**: -8.87 eV
**DFT total energy**: -70766.466 eV

Positions of all 153 atoms, in Å:
C1 -7.590 1.772 4.392
O1 -6.734 1.157 5.344
C2 -5.388 1.063 4.914
C3 -4.639 0.436 6.121
C4 -4.572 1.219 7.434
N1 -3.215 0.255 5.799
H1 -7.554 1.254 3.434
H2 -7.407 2.824 4.171
H3 -8.634 1.760 4.708
H4 -5.316 0.372 4.074
H5 -4.895 2.001 4.663
H6 -4.989 -0.582 6.291
H7 -5.452 1.748 7.798
H8 -3.925 2.090 7.324
H9 -4.127 0.632 8.238
H10 -3.110 -0.412 5.047
H11 -2.926 1.172 5.491
C5 2.608 3.447 8.717
O2 3.214 4.420 7.897
C6 2.640 4.375 6.584
C7 3.191 5.597 5.657
C8 2.776 6.945 6.311
N2 2.745 5.606 4.246
H12 1.619 3.733 9.074
H13 3.239 3.334 9.599
H14 2.619 2.430 8.324
H15 3.042 3.458 6.153
H16 1.556 4.384 6.691
H17 4.277 5.626 5.566
H18 3.258 7.037 7.285
H19 1.701 7.013 6.482
H20 3.085 7.834 5.762
H21 2.957 4.748 3.758
H22 3.240 6.335 3.752
C9 8.153 -2.101 -5.062
O3 6.877 -2.765 -5.345
C10 6.842 -3.901 -6.134
C11 5.560 -3.930 -6.826
C12 4.139 -3.614 -6.274
N3 5.489 -5.276 -7.366
H23 8.949 -2.825 -5.235
H24 8.270 -1.912 -3.995
H25 8.355 -1.192 -5.628
H26 7.667 -3.848 -6.843
H27 6.919 -4.784 -5.499
H28 5.728 -3.263 -7.672
H29 3.857 -4.171 -5.381
H30 3.354 -3.854 -6.991
H31 4.251 -2.605 -5.877
H32 6.336 -5.418 -7.898
H33 4.769 -5.202 -8.071
C13 6.905 8.396 -1.845
O4 5.992 8.159 -2.910
C14 6.756 8.098 -4.135
C15 5.963 7.350 -5.203
C16 5.720 5.813 -4.833
N4 6.555 7.563 -6.503
H34 7.590 9.209 -2.086
H35 7.459 7.466 -1.719
H36 6.418 8.656 -0.905
H37 6.914 9.131 -4.447
H38 7.722 7.626 -3.961
H39 5.017 7.890 -5.199
H40 5.053 5.336 -5.551
H41 5.187 5.748 -3.885
H42 6.692 5.334 -4.717
H43 7.079 8.426 -6.531
H44 7.237 6.862 -6.755
C17 -6.606 -2.135 -2.537
O5 -5.616 -3.113 -2.873
C18 -6.189 -4.152 -3.610
C19 -5.221 -5.288 -4.077
C20 -4.214 -4.941 -5.183
N5 -5.816 -6.469 -4.606
H45 -7.503 -2.635 -2.172
H46 -6.781 -1.633 -3.488
H47 -6.203 -1.441 -1.800
H48 -6.946 -4.652 -3.005
H49 -6.773 -3.766 -4.445
H50 -4.664 -5.549 -3.177
H51 -3.541 -5.729 -5.522
H52 -3.478 -4.236 -4.795
H53 -4.646 -4.544 -6.102
H54 -5.132 -7.212 -4.604
H55 -6.501 -6.727 -3.910
C21 -0.500 6.390 -3.139
O6 -1.236 5.890 -4.271
C22 -1.102 6.702 -5.433
C23 -1.508 5.907 -6.654
C24 -0.574 4.719 -6.933
N6 -1.466 6.701 -7.845
H56 -0.743 5.807 -2.251
H57 -0.858 7.370 -2.823
H58 0.576 6.335 -3.307
H59 -1.715 7.598 -5.331
H60 -0.050 6.958 -5.557
H61 -2.541 5.583 -6.528
H62 0.393 5.014 -7.337
H63 -1.079 4.022 -7.602
H64 -0.396 4.192 -5.995
H65 -0.561 7.149 -7.851
H66 -2.147 7.444 -7.782
C25 2.469 -9.564 4.575
O7 2.002 -8.495 3.769
C26 3.051 -7.956 2.970
C27 2.522 -6.705 2.136
C28 3.527 -6.014 1.239
N7 2.105 -5.756 3.090
H67 2.368 -10.525 4.071
H68 1.764 -9.652 5.401
H69 3.489 -9.347 4.893
H70 4.012 -7.702 3.417
H71 3.288 -8.776 2.292
H72 1.633 -7.064 1.618
H73 4.048 -6.729 0.602
H74 4.352 -5.600 1.818
H75 2.990 -5.208 0.737
H76 2.839 -5.350 3.652
H77 1.398 -6.211 3.650
C29 -6.252 -4.951 2.740
O8 -6.691 -4.976 4.052
C30 -8.034 -4.432 4.228
C31 -8.270 -4.267 5.751
C32 -8.659 -5.508 6.607
N8 -9.303 -3.239 5.947
H78 -6.447 -3.935 2.395
H79 -6.687 -5.626 2.003
H80 -5.188 -5.162 2.635
H81 -8.139 -3.491 3.688
H82 -8.630 -5.219 3.765
H83 -7.314 -4.007 6.205
H84 -9.639 -5.831 6.255
H85 -8.772 -5.166 7.636
H86 -7.928 -6.316 6.579
H87 -10.025 -3.315 5.245
H88 -8.833 -2.389 5.669
C33 3.781 0.738 -0.553
O9 2.896 1.266 0.438
C34 1.897 0.365 1.065
C35 0.791 -0.296 0.170
C36 0.070 0.813 -0.592
N9 -0.175 -0.984 1.005
H89 4.162 -0.217 -0.190
H90 4.604 1.439 -0.688
H91 3.321 0.594 -1.531
H92 2.368 -0.393 1.691
H93 1.377 1.048 1.737
H94 1.138 -1.060 -0.526
H95 0.838 1.375 -1.124
H96 -0.396 1.455 0.155
H97 -0.703 0.381 -1.227
H98 0.251 -1.895 1.103
H99 -1.001 -1.194 0.463

Forces on the atoms, in the same order (eV/Å):
C -0.3 -0.2 -0.3
O -0.6 1.0 -0.7
C -0.1 -1.0 1.9
C 1.0 -0.3 0.0
C -0.5 1.1 0.1
N -0.3 0.0 -0.1
H 0.1 -0.2 -0.2
H 0.6 0.2 0.3
H 0.1 -0.4 0.5
H 0.1 0.0 -0.3
H -0.3 0.4 -0.1
H -0.6 0.1 0.1
H -0.6 -0.7 -0.1
H 0.6 -0.1 -0.4
H -0.2 -0.2 -0.2
H 0.2 0.1 -0.3
H 0.7 0.0 -0.3
C 0.8 -0.1 1.0
O -0.4 0.2 -0.5
C 1.8 1.2 -1.0
C -0.6 0.7 0.8
C 0.2 -0.5 0.3
N -1.0 -0.5 0.4
H -0.2 0.0 -0.3
H 0.0 0.4 0.2
H -0.3 0.0 -0.7
H -0.6 -0.3 -0.4
H -0.1 0.0 -0.5
H 0.3 -0.6 1.0
H 0.0 -0.2 0.1
H -0.1 -0.1 -0.2
H 0.0 -0.2 -0.4
H 0.1 -0.2 0.1
H 0.0 0.1 0.1
C -0.4 -1.9 0.0
O 1.0 2.8 1.5
C 1.0 0.4 2.0
C -2.0 -0.7 -2.2
C 1.9 0.2 1.6
N -0.3 -0.5 -0.7
H 0.2 0.0 -0.4
H -0.6 0.3 0.0
H -0.5 -0.1 -0.2
H 0.0 -0.4 -0.3
H 0.3 -0.3 0.0
H -0.4 0.7 -0.1
H 0.4 -0.5 0.0
H 0.3 0.7 -0.3
H -0.9 0.4 -0.6
H 0.3 -0.4 -0.2
H -0.3 -0.6 -0.2
C -0.1 -0.4 -0.2
O 0.6 0.2 -0.3
C -0.9 -0.4 0.8
C -0.5 -0.6 1.1
C 0.0 2.0 -0.2
N 0.4 -0.4 -0.7
H 0.1 0.1 -0.1
H 0.4 0.1 0.4
H -0.4 -0.1 -0.3
H 0.2 0.1 -0.3
H 0.2 -0.1 0.1
H -0.4 -0.4 -0.1
H 0.4 -0.1 -0.3
H 0.2 0.2 0.1
H -0.1 -0.3 -0.2
H -0.2 0.3 0.0
H 0.0 -0.4 0.1
C 0.8 -0.5 -0.9
O 0.6 -0.3 0.5
C -0.6 -1.3 -0.9
C 2.3 1.2 -0.4
C 1.1 1.5 0.5
N -2.3 -0.6 0.5
H -0.2 0.2 0.1
H -0.6 0.5 0.2
H 0.0 -0.2 -0.1
H -0.2 -0.3 0.4
H 0.1 0.2 -0.5
H 0.4 0.3 0.3
H -0.5 -0.7 0.3
H -0.1 0.6 -0.1
H -0.4 0.1 0.2
H 0.1 0.0 -0.1
H -0.5 -0.7 -0.1
C -0.9 -0.4 -0.1
O 0.4 0.3 0.7
C 0.2 -0.8 0.7
C 0.3 -0.8 -0.2
C -0.7 -0.4 1.1
N -0.2 0.9 -0.5
H 0.0 -0.6 -0.3
H 0.3 0.5 -0.5
H 0.0 0.3 -0.1
H 0.0 0.3 0.0
H 0.3 0.4 0.0
H 0.0 -0.3 0.1
H -0.1 0.2 -0.1
H 0.2 0.1 -0.2
H 0.1 -0.1 0.0
H 0.3 0.2 -0.4
H -0.1 0.3 -0.2
C -0.8 0.2 0.0
O 0.7 1.0 0.3
C -0.5 -0.4 -2.7
C 1.1 -1.7 1.4
C 0.3 -1.0 0.1
N -1.8 1.3 0.6
H 0.5 -0.1 -0.4
H 0.3 0.2 0.3
H 0.0 -0.4 0.3
H -0.2 0.2 1.0
H 0.4 -0.1 -0.5
H 0.1 0.1 -0.4
H -0.4 0.1 -0.6
H -0.2 0.3 0.3
H 0.4 -0.1 -0.3
H 0.1 -0.3 0.1
H 0.1 0.4 0.6
C 0.3 0.9 -0.9
O -0.4 -0.1 0.9
C 1.7 -2.0 0.6
C -0.3 -1.0 0.0
C -0.3 0.6 -1.0
N 0.8 0.4 0.2
H 0.3 0.2 -0.6
H -0.8 -0.4 0.3
H 0.1 0.2 0.6
H 0.1 0.2 0.0
H -0.9 0.3 0.1
H 0.0 0.9 -0.3
H 0.0 -0.4 0.1
H 0.0 0.0 -0.1
H -0.1 0.0 -0.2
H -0.3 -0.5 -0.1
H -0.1 0.6 0.3
C -0.5 -0.3 0.8
O -1.1 -0.9 0.0
C 0.3 0.5 -0.8
C 0.1 1.3 -0.6
C 0.6 -0.4 0.4
N 0.4 -0.6 0.8
H 0.3 -0.2 -0.2
H -0.1 0.0 0.2
H -0.3 -0.1 0.0
H 0.4 -0.1 -0.1
H -0.1 -0.1 0.0
H 0.9 0.4 -0.4
H -0.4 0.2 -0.3
H -0.1 0.2 -0.1
H 0.1 0.2 -0.3
H -0.2 -0.4 0.8
H -0.3 0.3 -0.2

Mulliken atomic charge list, values in e, 99 entries: -0.828, -0.291, -0.603, 0.372, -1.326, -0.712, 0.316, 0.329, 0.272, 0.361, 0.313, 0.259, 0.341, 0.333, 0.344, 0.251, 0.266, -0.785, -0.311, -0.542, 0.444, -1.354, -0.741, 0.312, 0.276, 0.317, 0.318, 0.351, 0.225, 0.330, 0.308, 0.380, 0.220, 0.254, -0.749, -0.330, -0.686, 0.653, -1.347, -0.772, 0.323, 0.270, 0.262, 0.430, 0.275, 0.141, 0.328, 0.358, 0.330, 0.250, 0.264, -0.731, -0.334, -0.775, 0.405, -1.268, -0.644, 0.299, 0.310, 0.246, 0.342, 0.398, 0.211, 0.349, 0.328, 0.351, 0.250, 0.262, -0.727, -0.326, -0.670, 0.511, -1.372, -0.737, 0.303, 0.324, 0.236, 0.317, 0.369, 0.216, 0.381, 0.346, 0.305, 0.268, 0.255, -0.735, -0.314, -0.665, 0.317, -1.273, -0.718, 0.263, 0.310, 0.291, 0.344, 0.314, 0.361, 0.307, 0.303


Here is a cluster of 2 separate species, C5H9OP in total from the Open Molecules 2025 dataset. Energies are from ωB97M-V/def2-TZVPD.

**HOMO-LUMO gap**: 9.412 eV
**LUMO energy**: 0.7 eV
**2S+1**: 1
**Highest occupied orbital energy**: -8.74 eV
**DFT total energy**: -16663.512 eV

Positions of all 16 atoms, in Å:
C1 -1.631 -1.748 -1.425
C2 -1.554 -0.839 -0.504
C3 1.271 0.899 1.699
C4 -1.547 -0.005 0.484
C5 1.462 1.033 -1.287
O1 1.150 -1.353 0.081
P1 1.087 0.122 0.066
H1 -2.552 -1.969 -1.997
H2 0.813 1.974 1.651
H3 0.611 0.303 2.355
H4 2.384 0.823 1.891
H5 -1.066 0.894 0.553
H6 -2.246 -0.228 1.376
H7 1.399 2.082 -1.250
H8 1.346 0.521 -2.131
H9 -0.929 -2.510 -1.560

Forces on the atoms, in the same order (eV/Å):
C -1.8 0.0 -0.2
C -0.4 -0.3 -0.6
C -0.7 1.2 -0.7
C -3.1 -1.9 2.1
C -0.6 0.1 4.9
O 0.1 0.1 0.2
P 2.0 0.1 -1.3
H 0.6 1.0 0.1
H 1.3 -1.8 0.2
H 0.8 0.2 0.0
H -1.5 0.3 0.3
H 0.7 2.4 -0.4
H 1.5 0.0 -1.2
H 0.0 1.1 0.0
H -0.2 -1.8 -3.6
H 1.3 -0.9 0.3

Taken from the natural (NBO) analysis, the atomic charges in e are: -0.479, 0.159, -1.027, -0.563, -1.034, -1.063, 1.836, 0.232, 0.253, 0.263, 0.277, 0.208, 0.238, 0.231, 0.228, 0.241


Here is a structure of composition C54H56BrIO3P2SSc from the Open Molecules 2025 dataset. Energies are from ωB97M-V/def2-TZVPD.

**HOMO-LUMO gap**: 7.583 eV
**LUMO energy**: -2.6 eV
**2S+1**: 1
**Highest occupied orbital energy**: -10.23 eV
**Charge**: +1
**DFT total energy**: -191300.956 eV

Positions of all 119 atoms, in Å:
Sc1 10.472 13.998 14.689
O1 13.906 15.010 16.989
S1 12.687 14.176 16.966
C1 12.036 14.179 18.679
C2 12.522 13.439 19.795
C3 12.187 13.756 21.103
C4 11.330 14.818 21.318
C5 10.817 15.553 20.269
C6 11.095 15.135 18.926
P1 10.406 15.804 17.408
C7 11.630 17.185 17.173
C8 11.720 18.064 18.202
C9 12.744 19.026 18.221
C10 13.527 19.136 17.072
C11 13.472 18.222 15.983
C12 12.448 17.272 16.023
C13 9.000 16.754 17.942
C14 8.025 16.049 18.715
C15 7.046 16.784 19.424
C16 6.980 18.167 19.259
C17 7.886 18.821 18.392
C18 8.802 18.090 17.646
C19 13.512 12.555 16.999
C20 14.777 12.529 17.521
C21 15.428 11.294 17.719
C22 14.708 10.113 17.512
C23 13.508 10.171 16.857
C24 12.839 11.370 16.623
P2 11.155 11.383 15.897
C25 10.138 10.572 17.222
C26 8.727 10.403 16.987
C27 7.913 9.920 17.969
C28 8.482 9.500 19.184
C29 9.867 9.757 19.404
C30 10.669 10.377 18.472
C31 11.441 10.108 14.622
C32 10.319 9.346 14.240
C33 10.465 8.493 13.135
C34 11.765 8.180 12.605
C35 12.890 8.784 13.164
C36 12.718 9.835 14.034
H1 13.279 12.707 19.637
H2 12.582 13.241 21.942
H3 11.112 15.180 22.348
H4 10.193 16.412 20.502
H5 11.061 18.019 19.063
H6 12.861 19.724 19.052
H7 14.252 19.990 17.047
H8 14.185 18.394 15.106
H9 12.267 16.607 15.136
H10 8.199 15.000 18.885
H11 6.304 16.223 19.971
H12 6.225 18.753 19.790
H13 7.834 19.928 18.304
H14 9.456 18.537 16.881
H15 15.178 13.561 17.832
H16 16.501 11.302 17.903
H17 15.168 9.137 17.796
H18 12.995 9.199 16.647
H19 8.362 10.624 16.011
H20 6.812 9.805 17.872
H21 7.822 9.105 19.924
H22 10.211 9.681 20.406
H23 11.718 10.512 18.719
H24 9.304 9.481 14.614
H25 9.517 8.124 12.732
H26 11.786 7.499 11.730
H27 13.887 8.562 12.718
H28 13.605 10.464 14.321
C37 15.992 15.268 9.487
C38 14.847 16.232 9.423
C39 15.291 17.678 9.448
C40 14.193 16.173 8.035
C41 13.828 15.905 10.509
C42 13.861 14.776 11.444
C43 12.932 14.725 12.484
Br1 13.040 13.264 13.790
C44 11.846 15.638 12.598
O2 10.890 15.504 13.526
C45 11.697 16.603 11.568
C46 12.683 16.688 10.605
C47 10.389 17.412 11.489
C48 9.227 16.437 11.102
C49 10.470 18.499 10.408
C50 10.051 18.202 12.809
H29 16.733 15.464 8.716
H30 15.904 14.193 9.449
H31 16.437 15.349 10.449
H32 16.023 17.908 8.663
H33 15.830 17.891 10.410
H34 14.455 18.401 9.345
H35 14.883 16.627 7.268
H36 13.215 16.733 7.938
H37 14.061 15.065 7.802
H38 14.462 13.898 11.228
H39 12.671 17.516 9.827
H40 8.835 16.648 10.126
H41 8.458 16.480 11.871
H42 9.576 15.413 11.137
H43 10.584 18.187 9.374
H44 11.262 19.269 10.559
H45 9.499 18.995 10.415
H46 9.999 17.502 13.661
H47 9.113 18.828 12.752
H48 10.854 18.947 13.095
I1 9.264 12.354 12.689
C51 6.547 13.168 15.129
C52 6.441 14.275 14.058
C53 7.389 15.377 14.603
O3 8.479 14.630 15.159
C54 7.826 13.504 15.895
H49 6.580 12.204 14.669
H50 5.660 13.249 15.834
H51 5.483 14.737 13.767
H52 6.891 13.877 13.108
H53 6.878 15.953 15.426
H54 7.787 16.095 13.881
H55 7.611 13.885 16.892
H56 8.514 12.708 16.117

Forces on the atoms, in the same order (eV/Å):
Sc -0.6 0.3 -0.4
O -0.4 1.1 -0.1
S 1.9 -1.8 0.9
C 0.4 -1.3 1.3
C 0.6 0.6 -0.6
C -0.5 0.2 -1.3
C -0.3 1.3 1.0
C -0.1 -0.8 -1.0
C -0.8 1.2 1.2
P 0.3 1.3 -1.5
C -0.5 -1.2 -1.8
C 1.4 1.3 1.6
C -0.6 -0.2 -1.0
C 1.3 0.5 -0.1
C -0.2 1.3 0.0
C 0.2 -0.2 -0.5
C -2.2 -1.3 0.7
C 0.8 2.0 0.4
C 0.4 -0.7 -1.4
C 0.6 0.3 -0.2
C -1.0 0.4 0.1
C 0.6 0.6 0.0
C -1.9 -1.2 0.0
C 1.3 1.1 0.7
C -0.3 0.9 -0.4
C 1.8 -0.3 0.1
C -1.7 -1.5 0.5
C 0.5 0.9 0.3
P 0.7 -0.2 0.1
C -1.1 1.0 -1.4
C 2.1 0.2 0.1
C -0.9 -1.0 1.2
C 1.6 1.3 -1.1
C -2.5 0.2 0.7
C 0.1 -1.1 0.0
C -0.1 -0.9 -0.2
C 1.1 0.0 -1.4
C 1.0 -0.1 0.2
C -2.3 -0.1 0.2
C 0.3 -0.1 -1.7
C -0.2 1.2 1.5
H 0.3 -0.6 -0.2
H 0.4 -0.6 0.4
H 0.2 -0.5 -0.8
H -0.1 -0.2 -0.4
H 0.1 -0.2 -0.1
H -0.1 -0.2 -0.3
H -0.5 -1.0 -0.1
H -1.3 -0.5 1.3
H 0.3 0.6 1.1
H -0.3 -0.3 0.2
H 0.0 0.2 0.3
H 0.3 -0.2 -0.1
H 0.0 -1.0 -0.1
H -0.4 0.1 0.7
H -0.1 -1.9 -0.7
H -0.3 -0.2 0.6
H -0.4 0.9 -0.5
H 0.4 1.0 0.0
H -0.4 0.2 -0.5
H 1.0 0.1 -0.3
H 0.0 -0.3 0.6
H 0.5 -0.6 0.6
H -0.2 0.3 -0.2
H 0.5 0.2 0.1
H 0.7 -0.3 -0.2
H 0.4 0.5 0.8
H -0.8 0.2 0.6
H -1.1 -0.9 -0.3
C 1.3 0.0 -0.1
C -1.3 -0.4 -1.2
C 1.2 1.2 2.0
C -0.6 -1.4 -1.3
C -1.0 -1.7 1.8
C -0.2 1.3 -1.2
C -0.3 0.7 -0.6
Br -0.1 0.9 -0.9
C 0.4 -0.3 -1.0
O 0.4 -1.2 0.9
C -0.4 -0.3 0.9
C 0.9 1.8 -1.2
C 0.0 0.9 -0.1
C 0.7 0.0 1.3
C 0.1 0.9 -0.2
C 0.6 0.4 0.6
H 0.2 0.4 0.0
H -1.3 -0.4 -0.5
H 0.9 0.6 0.9
H -0.3 -0.3 0.0
H -0.5 0.1 -0.6
H 0.5 -0.5 0.1
H -0.6 -0.6 0.7
H 1.0 -0.8 0.3
H -0.2 1.5 -0.2
H 0.4 0.4 0.4
H -0.5 -1.1 1.2
H -0.3 0.1 -0.4
H -0.3 0.2 -0.2
H 0.1 -0.3 -0.2
H 0.1 -0.6 0.0
H -0.5 -0.5 0.3
H 0.1 0.3 0.1
H -0.3 0.4 -0.4
H 0.8 -1.0 -0.2
H -0.6 -0.8 -0.6
I 0.4 0.3 0.4
C -1.5 1.2 0.9
C 1.3 0.7 -1.3
C -1.1 0.2 0.1
O -0.2 -1.2 0.8
C -0.3 1.3 0.3
H 0.0 -0.6 -0.2
H 1.1 -0.4 -0.8
H 0.1 -0.6 0.6
H -0.4 0.5 0.9
H 0.6 -0.5 -0.6
H 0.0 -0.3 0.0
H -0.2 0.4 0.0
H 0.5 -0.4 -0.7

Mulliken atomic charge list, values in e, 99 entries: -0.676, -0.805, 1.772, -0.111, -0.584, -1.217, -0.637, -0.965, 0.565, 2.067, 0.612, -0.374, -1.074, -0.527, -1.177, -0.020, 0.834, -1.025, -1.014, -0.600, -0.709, -0.882, -0.687, 0.106, -0.927, -0.728, 0.203, -1.209, 2.089, 1.226, -0.706, -0.909, -0.761, -0.976, -0.469, 0.800, -0.617, -0.519, -0.554, -0.936, -0.134, 0.490, 0.536, 0.375, 0.368, 0.294, 0.463, 0.305, 0.400, 0.602, 0.681, 0.476, 0.392, 0.384, 0.613, 0.420, 0.447, 0.427, 0.441, 0.338, 0.401, 0.438, 0.418, 0.196, 0.196, 0.410, 0.375, 0.370, 0.297, -2.276, 1.729, -1.454, -1.364, -0.080, -0.324, 0.600, -0.183, 0.403, 1.411, -1.421, -0.380, 2.579, -1.231, -2.325, -1.206, 0.397, 0.394, 0.513, 0.462, 0.318, 0.307, 0.414, 0.271, 0.318, 0.398, 0.069, 0.413, 0.171, 0.223